1.
# C17H41N2OP2Sn

C17H41N2OP2Sn as an isolated structure at a distorted geometry (ωB97M-V with the def2-TZVPD basis set, OMol25).

- total charge = +3
- gap between HOMO and LUMO (Ha) = 0.302
- HOMO (eV) = -18.86
- relative energy (zero: lowest compared OMol25 entry of this formula, charge and spin) (eV) = 0.000
- E (eV) = -47703.1626

Cartesian coordinates (Å):
Sn (-0.29394, -0.00120, -0.02392)
P (0.22489, -2.51303, -0.33832)
P (0.21235, 2.51971, -0.03728)
N (1.84945, 0.05453, -1.04290)
C (1.85295, -2.48060, -1.17986)
H (2.45124, -3.27120, -0.71373)
H (1.72465, -2.75347, -2.22408)
C (2.63802, -1.17216, -1.06601)
H (3.21638, -1.13766, -0.09485)
H (3.43549, -1.15786, -1.85788)
C (2.63386, 1.28104, -0.92219)
H (3.42826, 1.36225, -1.71426)
H (3.21439, 1.13118, 0.03721)
C (1.83845, 2.59001, -0.87689)
H (1.70909, 2.98232, -1.88159)
H (2.43701, 3.32041, -0.32102)
C (0.36502, 3.35068, 1.61019)
C (-0.80502, 3.06960, 2.56315)
H (-0.47732, 3.31896, 3.58391)
H (-1.10575, 2.01109, 2.54965)
H (-1.67415, 3.69740, 2.31274)
C (-0.98558, 3.43966, -1.08807)
C (-2.37090, 3.58161, -0.44340)
H (-3.08155, 3.91373, -1.21758)
H (-2.36987, 4.33089, 0.36096)
H (-2.74575, 2.63034, -0.04063)
C (-0.97674, -3.27548, -1.50235)
C (-2.36376, -3.49234, -0.88362)
H (-3.07400, -3.71940, -1.69537)
H (-2.73800, -2.60118, -0.36056)
H (-2.36612, -4.34008, -0.18433)
C (0.36799, -3.54353, 1.19126)
C (-0.80482, -3.37894, 2.16775)
H (-0.48231, -3.75271, 3.15122)
H (-1.67488, -3.96842, 1.83938)
H (-1.10372, -2.32639, 2.28445)
C (-2.42436, -0.07994, 0.93355)
C (-0.46322, 4.78511, -1.59751)
H (-0.35384, 5.52616, -0.80276)
H (0.49816, 4.71746, -2.11936)
H (-1.18286, 5.20028, -2.31487)
C (-0.46355, -4.54613, -2.18317)
H (-1.18798, -4.86280, -2.94515)
H (0.49691, -4.41760, -2.69520)
H (-0.35594, -5.38194, -1.48793)
C (0.63870, -5.01996, 0.90428)
H (0.95266, -5.52239, 1.82427)
H (-0.25321, -5.55551, 0.57113)
H (1.43368, -5.20378, 0.17044)
C (0.64022, 4.85065, 1.51253)
H (-0.24989, 5.42828, 1.25431)
H (0.95751, 5.23041, 2.48867)
H (1.43474, 5.12623, 0.80714)
H (1.28366, 2.90483, 2.02879)
H (1.28554, -3.15622, 1.66685)
H (-1.08096, 2.78794, -1.97815)
H (-1.06583, -2.50768, -2.29623)
O (-3.46557, -0.08527, 1.43449)
H (1.11518, 0.08350, -1.67449)
H (-0.56369, 0.03972, -1.79183)
N (0.93957, -0.14516, 2.02199)
H (0.23091, -0.17783, 2.78049)
H (1.52591, 0.69851, 2.18200)
H (1.52143, -0.96683, 2.08614)



2.
# C17H41N3O10P2

A 3-piece molecular cluster, C17H41N3O10P2 overall at a distorted geometry (ωB97M-V with the def2-TZVPD basis set, OMol25).

- total charge = 0
- gap between HOMO and LUMO (Ha) = 0.268
- HOMO (eV) = -9.14
- E (eV) = -61810.5882
- SMILES = [H]/N=C/CNC(=O)ONCC.CCOP(=O)(OCC)OCC.CCOP(=O)(OCC)OCC

Cartesian coordinates (Å):
H (-1.86265, 0.97908, -1.80491)
N (-1.26414, 0.26112, -1.34527)
C (-0.79219, -0.55651, -2.27964)
C (0.16119, -1.75041, -1.81609)
N (-0.06202, -3.03341, -2.54283)
C (-1.35730, -3.65949, -2.22278)
O (-2.24358, -3.68619, -3.12085)
O (-1.69115, -4.29807, -0.98378)
N (-1.79624, -3.37979, 0.04082)
C (-3.03470, -3.56274, 0.84894)
C (-3.20965, -2.18834, 1.71309)
H (-1.07132, -0.33663, -3.37778)
H (1.25160, -1.42812, -2.03393)
H (0.07754, -1.81922, -0.68013)
H (0.67725, -3.72772, -2.36711)
H (-0.94824, -3.51546, 0.61707)
H (-3.96884, -3.79153, 0.24028)
H (-2.89924, -4.45314, 1.57896)
H (-4.32446, -1.94701, 1.81615)
H (-2.62131, -1.38067, 1.14787)
H (-2.67715, -2.34398, 2.71122)
C (1.52712, 1.41587, -4.21620)
C (0.83560, 2.55037, -3.48096)
O (0.46074, 3.60144, -4.36404)
P (-0.75534, 3.28007, -5.44507)
O (-1.91371, 3.44743, -4.45292)
O (-0.95629, 4.78950, -6.10826)
C (-2.16849, 5.52431, -5.98402)
C (-2.10634, 6.45774, -4.78879)
O (0.45739, 2.98598, -6.61777)
C (1.01229, 3.97729, -7.47846)
C (1.88755, 4.98766, -6.76078)
H (0.83547, 0.91372, -4.90081)
H (1.90765, 0.67055, -3.51277)
H (2.35854, 1.79184, -4.81739)
H (-0.04441, 2.18490, -2.94418)
H (1.52096, 2.97496, -2.74337)
H (-3.03336, 4.85796, -5.94229)
H (-2.28054, 6.11818, -6.89598)
H (-1.84107, 5.92947, -3.87067)
H (-3.06679, 6.95667, -4.63739)
H (-1.33489, 7.21748, -4.94421)
H (0.22874, 4.45823, -8.06792)
H (1.63592, 3.43850, -8.19880)
H (1.33894, 5.56077, -6.01370)
H (2.31074, 5.69617, -7.47749)
H (2.70440, 4.48366, -6.23627)
C (0.75671, -5.40932, 6.23246)
C (-0.25643, -4.27858, 6.21598)
O (0.37232, -3.00173, 6.22903)
P (1.20376, -2.55440, 4.86538)
O (-0.02546, -2.14679, 4.04255)
O (1.58790, -0.99126, 5.27337)
C (1.10557, 0.13076, 4.54214)
C (-0.16930, 0.66695, 5.16725)
O (2.63691, -3.05614, 5.65699)
C (3.44824, -2.21801, 6.47629)
C (2.79863, -1.83990, 7.79421)
H (1.34060, -5.42606, 5.30637)
H (0.25823, -6.37657, 6.33562)
H (1.46377, -5.28585, 7.05635)
H (-0.91352, -4.35967, 5.34431)
H (-0.88245, -4.33967, 7.10947)
H (0.97598, -0.11130, 3.48457)
H (1.87906, 0.90299, 4.58916)
H (-0.92555, -0.11178, 5.28599)
H (-0.59059, 1.47026, 4.55784)
H (0.03699, 1.05518, 6.16886)
H (3.78412, -1.34168, 5.91777)
H (4.35303, -2.79342, 6.69618)
H (1.87912, -1.27075, 7.65954)
H (3.48226, -1.22967, 8.39000)
H (2.53589, -2.73609, 8.36353)



3.
# C17H41N3O9P2S

A 4-piece molecular cluster, C17H41N3O9P2S overall at a distorted geometry (ωB97M-V with the def2-TZVPD basis set, OMol25).

- total charge = 0
- gap between HOMO and LUMO (Ha) = 0.262
- HOMO (eV) = -7.85
- E (eV) = -70598.9054

Cartesian coordinates (Å):
C (-2.99245, 3.35307, 6.41059)
P (-2.86775, 4.11408, 4.73538)
O (-4.46945, 4.45912, 4.31193)
N (-2.34341, 2.95165, 3.53946)
C (-1.22678, 3.23030, 2.76622)
N (-0.38067, 4.22960, 2.88486)
P (0.93836, 4.33051, 1.71149)
S (2.09213, 2.78200, 1.97241)
N (-1.19623, 2.17530, 1.79341)
C (-1.93964, 1.01531, 2.35895)
C (-2.81051, 1.55112, 3.59770)
C (-2.33258, 0.60983, 4.74611)
O (-3.06130, -0.33669, 5.05565)
O (-1.23901, 0.84823, 5.34927)
H (-2.00101, 3.18234, 6.89147)
H (-3.57238, 4.03098, 7.08595)
H (-3.54610, 2.37662, 6.41711)
H (-4.43736, 5.22295, 3.71564)
H (-0.54808, 4.87597, 3.66162)
H (0.45087, 4.25553, 0.37479)
H (1.72875, 5.49524, 1.87937)
H (-1.79441, 2.44467, 0.99939)
H (-1.11184, 0.49391, 2.90902)
H (-2.41683, 0.31226, 1.65131)
H (-3.85431, 1.36232, 3.24415)
C (1.27609, 0.58471, -2.08129)
O (2.37991, 1.16353, -1.40633)
C (2.95686, 0.28046, -0.44927)
C (4.24439, -0.33149, -0.96940)
O (3.99438, -1.22822, -2.04846)
C (4.31561, -0.66104, -3.30876)
H (1.00137, 1.24223, -2.90683)
H (1.52097, -0.39994, -2.48667)
H (0.42181, 0.50275, -1.40028)
H (2.24506, -0.49757, -0.15608)
H (3.18558, 0.87888, 0.43690)
H (4.70132, -0.92014, -0.16751)
H (4.95471, 0.44686, -1.26462)
H (5.40176, -0.57331, -3.41451)
H (3.85291, 0.32089, -3.43725)
H (3.94208, -1.32815, -4.08560)
C (-4.50666, 2.85640, -0.41469)
O (-3.67795, 1.90171, -1.06630)
C (-4.28322, 0.60909, -1.12382)
C (-4.83834, 0.31876, -2.50588)
O (-5.95317, 1.15195, -2.80018)
C (-5.62169, 2.21525, -3.67911)
H (-4.06657, 3.84457, -0.55707)
H (-5.51752, 2.86405, -0.82686)
H (-4.54341, 2.64336, 0.66015)
H (-5.06148, 0.50811, -0.36113)
H (-3.49648, -0.11877, -0.90196)
H (-5.19872, -0.71415, -2.52872)
H (-4.05980, 0.42255, -3.26799)
H (-5.43710, 1.82616, -4.68537)
H (-4.74383, 2.76635, -3.33109)
H (-6.46973, 2.89803, -3.71913)
C (5.92977, -7.15228, -1.21598)
O (5.13814, -6.18390, -0.54898)
C (5.20196, -4.90427, -1.17103)
C (3.95450, -4.62151, -1.98710)
O (3.87893, -5.47397, -3.12812)
C (2.94999, -6.53095, -2.95631)
H (5.69609, -8.12953, -0.79320)
H (5.72003, -7.17684, -2.28800)
H (6.99252, -6.94556, -1.05135)
H (6.10049, -4.81475, -1.78994)
H (5.27005, -4.16396, -0.36774)
H (4.00522, -3.59520, -2.36002)
H (3.05516, -4.71312, -1.37000)
H (1.92773, -6.13872, -2.97555)
H (3.12018, -7.06787, -2.01937)
H (3.07215, -7.22766, -3.78549)